1.
ORCA calculation (ωB97M-V with the def2-TZVPD basis set) on 2 unconnected molecules or ions with the total composition C3H9N2 in a non-equilibrium geometry.

Summary:
Expectation value of S²: 2.02
Kohn-Sham gap (spin up / spin down): 6.44 / 6.20 eV
Molecular weight: 73.12 g mol⁻¹
HOMO level (spin up / spin down): -10.9 / -15.2 eV
ΔE to the lowest compared entry with this formula, charge and spin: 136.51 kJ/mol

```
! RIJCOSX wB97M-V def2-TZVPD def2/J DEFGRID3
* xyz 1 3
C 0.34 1.30 -1.36
C -0.12 -2.06 1.68
C -0.75 -1.33 0.57
N 0.48 2.56 -1.79
N 0.33 0.82 -0.14
H 0.34 0.43 -2.06
H -1.01 -2.24 2.27
H 0.34 -2.98 1.44
H 0.69 -1.59 2.32
H -1.62 -0.82 0.78
H -0.70 -1.65 -0.37
H 0.60 2.74 -2.86
H 0.88 3.29 -1.17
H 0.20 1.52 0.70
*
```

2.
ORCA calculation (ωB97M-V with the def2-TZVPD basis set) on 2 unconnected molecules or ions with the total composition C3H6NO2 in a non-equilibrium geometry.

Summary:
Kohn-Sham gap: 10.38 eV
Molecular weight: 88.09 g mol⁻¹
HOMO level: -15.0 eV
ΔE to the lowest compared entry with this formula, charge and spin: 245.65 kJ/mol

```
! RIJCOSX wB97M-V def2-TZVPD def2/J DEFGRID3
* xyz 1 1
C -1.72 1.05 0.28
C 2.28 0.52 0.26
C -0.60 -1.11 -0.10
N -1.49 -0.16 0.07
O -0.36 -1.92 -1.02
O 1.20 0.13 -0.16
H -2.72 1.44 0.62
H 2.69 0.21 1.20
H 2.72 1.32 -0.29
H -1.01 1.73 0.26
H -0.19 -1.57 0.75
H -0.80 -1.64 -1.87
*
```

3.
ORCA calculation (ωB97M-V with the def2-TZVPD basis set) on a single C4H5NO molecule.

Summary:
Kohn-Sham gap (spin up / spin down): 7.83 / 7.82 eV
Molecular weight: 83.09 g mol⁻¹
HOMO level (spin up / spin down): -8.6 / -8.6 eV
ΔE to the lowest compared entry with this formula, charge and spin: 454.97 kJ/mol

```
! RIJCOSX wB97M-V def2-TZVPD def2/J DEFGRID3
* xyz 0 1
N -1.14 1.14 0.28
C -1.24 -0.21 0.44
O -2.25 -0.77 0.83
C 0.00 -0.99 0.16
C 1.21 -0.45 -0.24
C 2.07 0.43 -0.66
H -1.99 1.67 0.38
H -0.38 1.55 -0.24
H -0.13 -2.07 0.21
H 1.00 -1.23 -1.08
H 2.85 0.91 -0.08
*
```

4.
ORCA calculation (ωB97M-V with the def2-TZVPD basis set) on a molecular structure, C5H7NO2 in a non-equilibrium geometry.

Summary:
Kohn-Sham gap: 9.91 eV
Molecular weight: 113.12 g mol⁻¹
HOMO level: -9.2 eV
ΔE to the lowest compared entry with this formula, charge and spin: 438.91 kJ/mol

```
! RIJCOSX wB97M-V def2-TZVPD def2/J DEFGRID3
* xyz 0 1
C -0.98 -0.27 -0.32
C -0.35 0.82 0.50
C 0.79 0.17 1.21
C 1.17 -0.70 0.18
C 0.27 -0.35 -1.03
H -1.94 -1.89 -0.48
H -1.85 0.19 -0.73
H -1.02 1.65 0.94
H 1.70 0.88 1.26
H 0.37 -0.08 2.26
H 0.77 -0.79 -2.03
H 0.08 2.02 -1.18
N 0.58 1.17 -0.75
O -1.73 -1.38 0.28
O 2.15 -1.42 -0.12
*
```

5.
ORCA calculation (ωB97M-V with the def2-TZVPD basis set) on a molecular structure, F18InNO3P3 in a non-equilibrium geometry.

Summary:
Kohn-Sham gap: 3.99 eV
Molecular weight: 611.71 g mol⁻¹
HOMO level: -9.3 eV
ΔE to the lowest compared entry with this formula, charge and spin: 0.00 kJ/mol

```
! RIJCOSX wB97M-V def2-TZVPD def2/J DEFGRID3
* xyz -1 1
In 17.56 18.70 0.74
N 20.95 18.41 2.80
O 19.85 18.92 2.52
O 21.06 17.94 3.91
O 21.85 18.44 1.98
P 15.67 17.70 3.74
F 17.31 17.96 3.77
F 15.50 18.53 5.12
F 15.60 19.12 2.94
F 14.08 17.55 3.64
F 15.82 17.03 2.26
F 15.93 16.35 4.57
P 16.32 16.00 -1.30
F 16.38 15.98 0.30
F 14.83 15.42 -1.27
F 15.67 17.54 -1.14
F 16.31 16.10 -2.90
F 17.76 16.78 -1.31
F 16.98 14.53 -1.42
P 18.71 22.15 1.31
F 17.49 21.85 0.25
F 17.90 21.15 2.34
F 19.51 20.85 0.75
F 19.86 22.38 2.41
F 19.46 23.01 0.18
F 17.91 23.40 1.93
*
```

6.
ORCA calculation (ωB97M-V with the def2-TZVPD basis set) on a molecular structure, C16H19LuN10O9S in a non-equilibrium geometry.

Summary:
Kohn-Sham gap: 7.94 eV
Molecular weight: 702.42 g mol⁻¹
HOMO level: -8.3 eV
ΔE to the lowest compared entry with this formula, charge and spin: 89.98 kJ/mol

```
! RIJCOSX wB97M-V def2-TZVPD def2/J DEFGRID3
* xyz 0 1
Lu 0.24 0.27 1.38
O 3.32 1.33 -4.18
C 2.76 1.07 -2.96
C 3.26 0.25 -1.97
C 2.59 0.06 -0.78
N 1.55 0.82 -0.56
C 1.05 1.66 -1.44
C 1.65 1.85 -2.71
C -0.27 2.28 -1.04
O -0.98 2.81 -1.90
O -0.49 2.07 0.20
C 3.06 -0.69 0.45
O 4.08 -1.39 0.36
O 2.22 -0.63 1.45
H 4.24 1.14 -4.20
H 4.21 -0.39 -2.13
H 1.22 2.49 -3.43
O -2.16 0.14 1.56
N -2.83 -0.16 0.46
N -2.12 -0.65 -0.41
O -0.75 -0.66 -0.36
C -2.59 -1.10 -1.71
C -2.82 -2.42 -1.82
C -3.31 -2.89 -3.05
C -3.64 -2.05 -4.12
C -3.26 -0.71 -3.96
C -2.66 -0.22 -2.82
H -2.51 -3.13 -1.01
H -3.58 -3.94 -3.32
H -3.99 -2.41 -5.03
H -3.30 -0.06 -4.79
H -2.37 0.78 -2.82
N 0.63 4.60 2.46
N -0.77 4.35 2.22
C -1.30 3.16 2.52
N -2.58 2.96 2.49
N -0.37 2.25 2.90
N -0.67 1.34 3.87
O 0.02 0.33 3.70
O -1.43 1.57 4.78
H 1.15 3.81 2.07
H 0.84 4.52 3.47
H -1.26 4.97 1.60
H -3.31 3.59 2.70
H -2.82 1.93 2.80
C 2.78 -3.24 3.11
N 2.22 -3.57 1.81
C 1.01 -3.14 1.37
N 0.96 -3.01 0.00
S -0.24 -2.59 2.41
H 2.24 -3.84 3.81
H 2.60 -2.13 3.21
H 3.85 -3.39 3.11
H 2.89 -3.80 1.10
H 1.70 -3.42 -0.50
H 0.06 -2.76 -0.35
*
```

What is the molecular weight in the sixth record?
702.42 g mol⁻¹